Density functional theory data (wB97M-V/def2-TZVPD) for a structure of composition C39H49N6O6SbSi3V.

Geometry as XYZ:
```
105
Properties=species:S:1:pos:R:3:lowdin_spin:R:1
V -0.0144 -0.7145 1.5906 1.944
C -1.7213 -4.2498 3.1801 0.001
C -1.6692 -2.9087 2.7915 0.034
N -0.5334 -2.2297 2.6951 -0.001
C 0.5965 -2.8419 3.1384 0.012
C 0.6421 -4.1881 3.5644 0.003
C -0.5706 -4.9104 3.5364 0.026
C 1.8759 -4.7004 4.0109 0.002
C 2.9755 -3.8782 4.0702 0.001
C 2.9259 -2.5333 3.7031 0.004
C 1.7484 -2.0011 3.1995 0.005
N 1.4501 -0.7682 2.7226 -0.023
C 1.8338 0.4462 3.2084 -0.002
C 3.0382 0.9218 3.7153 0.004
C 3.1115 2.2182 4.2328 -0.004
C 2.0145 3.0446 4.3031 0.003
C 0.7634 2.5986 3.8272 0.000
C -0.4574 3.3011 3.9506 0.027
C -1.6125 2.7050 3.4906 -0.003
C -1.5540 1.4592 2.8706 0.027
N -0.4233 0.7866 2.7087 -0.011
C 0.7124 1.3264 3.2189 0.010
H -2.6710 -4.7627 3.1885 -0.001
H -2.5862 -2.3962 2.5298 0.005
H -0.5830 -5.9474 3.8370 0.001
H 1.9524 -5.7377 4.3051 0.000
H 3.9171 -4.2831 4.4121 0.000
H 3.8230 -1.9386 3.7572 0.000
H 3.9179 0.2989 3.7142 0.000
H 4.0636 2.5634 4.6140 0.000
H 2.0897 4.0197 4.7596 0.000
H -0.4877 4.2679 4.4317 0.001
H -2.5742 3.1842 3.6097 -0.001
H -2.4516 0.9794 2.5034 0.002
O -3.7435 -1.5664 0.0183 0.070
C -2.3889 -1.5241 0.2189 0.209
O -1.8750 -0.5043 0.7660 0.103
C -1.6117 -2.5876 -0.2685 0.094
C -2.1558 -3.6411 -1.0501 0.076
C -1.3149 -4.5841 -1.5679 0.038
C 0.0575 -4.4730 -1.3019 0.124
C 0.5125 -3.4111 -0.5228 0.005
N -0.2816 -2.4891 0.0107 0.158
C 1.9613 -3.2679 -0.2141 -0.003
O 2.8150 -3.9334 -1.0141 0.002
O 2.3792 -2.6179 0.7120 -0.003
H -4.1167 -0.6980 0.2326 0.002
H -3.2195 -3.6510 -1.2262 0.004
H -1.6847 -5.4003 -2.1725 0.000
H 0.7447 -5.2081 -1.6906 0.008
H 2.3990 -4.1018 -1.8755 0.001
C 4.4633 -1.9352 -2.5415 0.000
N 3.5606 -1.1264 -1.7567 0.001
C 4.0283 -0.3413 -0.7647 0.000
C 3.1883 0.3502 0.0325 0.001
C 1.7753 0.2193 -0.2061 0.005
O 0.9524 0.8846 0.4932 0.010
N 1.3361 -0.5162 -1.2290 0.012
C 2.1704 -1.2705 -1.9519 0.001
O 1.7903 -2.0836 -2.7900 0.003
H 5.3069 -1.3387 -2.8862 0.000
H 3.8985 -2.3128 -3.3915 0.000
H 4.8313 -2.7818 -1.9589 0.000
H 5.1048 -0.2886 -0.6691 0.000
H 3.5319 0.9696 0.8453 0.000
C -0.4319 4.4511 0.7156 0.000
Si 0.0533 3.7593 -1.0083 0.000
C -0.5679 4.9460 -2.3872 0.000
C 1.9666 3.7058 -1.1320 0.000
Sb -1.0587 1.3861 -1.1460 0.006
Si -0.4479 0.7423 -3.6311 0.003
C 1.4001 1.1096 -4.0037 0.001
C -1.4811 1.8676 -4.8011 0.001
C -0.8890 -1.0880 -3.9487 0.000
Si -3.6438 1.9566 -1.5359 0.000
C -4.2519 0.4325 -2.5388 0.000
C -4.5606 1.8918 0.1619 0.000
C -4.2771 3.5503 -2.4020 0.000
H -0.2624 5.5191 0.8133 0.000
H 0.1561 3.9537 1.4822 0.000
H -1.4816 4.2585 0.9280 0.000
H -0.1890 5.9495 -2.2292 0.000
H -1.6494 5.0013 -2.4019 0.000
H -0.2381 4.6228 -3.3684 0.000
H 2.4062 4.6855 -0.9626 0.000
H 2.3063 3.3581 -2.1040 0.000
H 2.3629 3.0310 -0.3796 0.000
H 1.9436 1.2950 -3.0821 0.000
H 1.5209 1.9703 -4.6560 0.000
H 1.8683 0.2547 -4.4811 0.000
H -0.9331 2.7610 -5.0758 0.000
H -2.4080 2.1854 -4.3421 0.000
H -1.7322 1.3428 -5.7150 0.000
H -0.3336 -1.7111 -3.2544 0.000
H -0.5984 -1.3976 -4.9493 0.000
H -1.9463 -1.2989 -3.8184 0.000
H -3.6854 -0.4504 -2.2502 0.000
H -4.1164 0.5736 -3.6061 0.000
H -5.3035 0.2118 -2.3764 0.000
H -4.1061 1.1584 0.8234 0.000
H -5.6112 1.6366 0.0458 0.000
H -4.5133 2.8459 0.6777 0.000
H -3.7144 3.7677 -3.3032 0.000
H -4.1871 4.4070 -1.7432 0.000
H -5.3213 3.4565 -2.6822 0.000
```

As for the highest occupied orbital energy (spin up / spin down): -5.656 / -5.880 eV. The relative energy (zero: lowest compared OMol25 entry of this formula, charge and spin) comes out at 52.9 kcal per mole. The gap between HOMO and LUMO (spin up / spin down) is 5.14 / 5.11 eV. Its total energy is -4348.456212 a.u. Its spin multiplicity is 4. Its total charge is 0.

***

Density functional theory data (wB97M-V/def2-TZVPD) for an isolated molecule of C16H24N2O8.

Geometry as XYZ:
```
50
Properties=species:S:1:pos:R:3:mulliken_charge:R:1
C 4.5703 3.2248 0.3078 -0.950
C 5.1144 1.8060 0.3494 -0.296
H 4.8578 1.3164 1.2938 0.288
H 6.1979 1.7869 0.2035 0.313
O 4.5598 1.0402 -0.7289 -0.372
C 3.6242 0.1580 -0.4473 0.690
O 3.2761 -0.1825 0.6564 -0.628
C 3.0922 -0.5017 -1.7213 -0.268
H 3.5843 -0.0641 -2.5911 0.353
H 3.3148 -1.5771 -1.6600 0.238
O 1.7010 -0.3083 -1.9502 -0.427
N 0.8953 -0.1386 -0.8179 0.512
C 0.8893 1.0988 -0.2738 0.507
O 1.7287 1.9323 -0.5400 -0.635
C -0.2649 1.4287 0.6786 0.544
O -0.5328 2.5830 0.9420 -0.697
N -0.9757 0.3717 1.1043 0.475
C -0.6241 -1.0062 0.8504 -1.017
C -0.1382 -1.1353 -0.5952 0.213
C 0.3635 -2.5560 -0.8659 -1.213
C 1.3642 -3.0389 0.1809 -0.298
C 0.7602 -2.9537 1.5768 -0.931
C 0.4057 -1.5009 1.8684 -0.189
H -0.0119 -1.3936 2.8704 0.376
H 1.3068 -0.8893 1.8021 0.072
H 1.4776 -3.3127 2.3152 0.480
H -0.1345 -3.5778 1.6395 0.377
H 2.2588 -2.4169 0.1643 0.067
H 1.6557 -4.0655 -0.0484 0.364
H 0.8037 -2.5904 -1.8636 0.508
H -0.5077 -3.2140 -0.8633 0.464
H -0.9805 -0.9239 -1.2719 0.041
H -1.5490 -1.5834 0.9499 0.339
O -2.0755 0.5504 1.9576 -0.431
C -3.1023 1.3540 1.4156 -0.524
C -3.6682 0.8199 0.1087 0.703
O -3.2136 -0.1059 -0.5127 -0.515
O -4.7181 1.5435 -0.2625 -0.372
C -5.3611 1.1858 -1.4922 -0.221
C -6.3593 0.0562 -1.2870 -1.106
H -7.0912 0.3337 -0.5326 0.304
H -5.8428 -0.8447 -0.9651 0.310
H -6.8727 -0.1482 -2.2219 0.364
H -5.8593 2.0988 -1.8226 0.319
H -4.5967 0.8925 -2.2186 0.293
H -3.8791 1.3657 2.1822 0.403
H -2.7482 2.3806 1.2488 0.309
H 4.9374 3.7832 1.1641 0.367
H 3.4838 3.1972 0.3304 0.232
H 4.8838 3.7211 -0.6065 0.268
```

Its SMILES is CCOC(=O)CON1C(=O)C(=O)N(OCC(=O)OCC)[C@H]2CCCC[C@H]21. As for the highest occupied orbital energy: -9.180 eV. The relative energy (zero: lowest compared OMol25 entry of this formula, charge and spin) comes out at 114.3 kcal per mole. The gap between HOMO and LUMO is 9.89 eV. Its total energy is -1335.447366 a.u. Its total charge is 0.